Entry 1:
This record from OMol25 describes a molecular structure, C37H34N5O2SSiTc. The level of theory is ωB97M-V/def2-TZVPD.

CARTESIAN COORDINATES (ANGSTROEM)
Tc (-0.36, -0.40, 0.62)
S (2.73, -0.14, -0.84)
Si (1.40, -0.15, 2.53)
O (3.77, -1.13, -0.97)
O (2.76, 0.79, 0.25)
N (1.26, -0.87, -0.76)
N (-0.84, -1.94, 1.99)
N (-1.16, -1.73, -0.78)
N (-0.87, 1.34, -0.51)
N (-1.50, 0.60, 1.89)
C (2.96, 2.55, -4.52)
C (-2.34, -2.44, 3.81)
C (-3.03, -2.95, -1.63)
C (-2.43, -2.09, -0.69)
C (3.04, 3.46, -5.71)
C (1.79, -2.34, -2.73)
C (-1.56, 3.78, -1.63)
C (1.74, 1.69, 2.64)
C (0.96, -1.79, -1.77)
C (-0.90, -3.10, -2.75)
C (0.76, -0.55, 4.26)
C (-0.03, -3.60, -3.74)
C (-0.70, 1.56, -1.80)
C (-1.78, -1.54, 2.89)
C (-1.78, 3.57, -0.25)
C (2.78, -1.42, 2.40)
C (2.77, 0.86, -2.30)
C (-1.06, 2.77, -2.41)
C (-0.39, -2.21, -1.79)
C (-1.77, 1.94, 1.60)
C (-3.17, 0.23, 3.71)
C (-2.17, -0.16, 2.86)
C (-1.47, 2.30, 0.26)
C (-2.27, -3.45, -2.65)
C (-3.75, -0.68, 4.62)
C (2.36, 2.99, -3.34)
C (-0.91, -4.14, 2.88)
C (3.49, 1.27, -4.55)
C (-2.46, 4.24, 1.95)
C (1.28, -3.23, -3.70)
C (3.41, 0.42, -3.46)
C (-2.28, 4.55, 0.63)
C (-3.34, -1.98, 4.70)
C (2.27, 2.15, -2.23)
C (-2.21, 2.93, 2.44)
C (-1.86, -3.77, 3.79)
C (-0.43, -3.19, 1.97)
H (-2.81, 4.99, 2.64)
H (2.85, -2.14, -2.71)
H (3.45, -1.36, 1.55)
H (1.99, 4.00, -3.27)
H (2.58, 1.83, 3.33)
H (3.38, -1.31, 3.31)
H (-2.27, -4.48, 4.49)
H (2.08, 3.50, -6.23)
H (0.55, -1.60, 4.44)
H (3.79, 3.11, -6.42)
H (-2.35, 2.75, 3.49)
H (0.87, 2.17, 3.08)
H (-1.81, 4.74, -2.07)
H (-0.89, 2.90, -3.47)
H (-4.07, -3.20, -1.52)
H (-0.40, -4.28, -4.49)
H (-3.78, -2.67, 5.40)
H (3.89, -0.54, -3.48)
H (-0.53, -5.15, 2.84)
H (1.61, -0.29, 4.90)
H (-4.53, -0.32, 5.28)
H (4.00, 0.92, -5.45)
H (-0.09, 0.05, 4.61)
H (-2.69, -4.12, -3.38)
H (-3.56, 1.23, 3.69)
H (1.86, 2.52, -1.30)
H (1.98, -3.62, -4.43)
H (-2.99, -1.69, 0.14)
H (0.32, -3.45, 1.23)
H (2.34, -2.42, 2.44)
H (-2.51, 5.54, 0.26)
H (-0.23, 0.77, -2.37)
H (1.99, 2.17, 1.70)
H (3.29, 4.48, -5.42)

Calculated values
Strongest force on any atom, eV/A: 2.45
⟨S²⟩: 0.87
Multiplicity: 2
Net charge: +1
ΔE to the lowest compared entry with this formula, charge and spin, eV: 0.766

=====

Entry 2:
This record from OMol25 describes a molecular structure, C37H35BLuNP2. The level of theory is ωB97M-V/def2-TZVPD.

CARTESIAN COORDINATES (ANGSTROEM)
Lu (-1.52, -1.11, -0.32)
P (0.80, -1.17, -0.86)
P (-1.22, 0.97, 0.79)
N (-3.11, -2.24, -0.64)
C (-3.01, 1.90, 4.31)
C (3.86, -1.43, 2.52)
C (0.97, 1.33, 2.42)
C (0.52, 0.84, -2.74)
C (-3.21, 0.65, 4.92)
C (2.00, -1.21, 0.45)
C (1.51, -5.16, -1.64)
C (1.14, 2.29, 0.22)
C (0.42, 1.58, 1.17)
C (2.53, -0.49, -2.87)
C (0.54, -5.45, -2.60)
C (3.24, -0.60, 0.33)
C (-0.34, -4.46, -3.02)
C (-2.06, 0.80, 2.39)
C (2.95, 2.57, 1.80)
C (-2.06, 2.26, -0.14)
C (0.73, -2.89, -1.53)
C (2.40, 2.79, 0.53)
C (-3.99, -2.87, -0.82)
C (2.60, -2.02, 2.65)
C (1.67, -1.90, 1.62)
C (2.15, 1.30, -4.46)
C (-1.72, 3.58, 0.07)
C (2.95, 0.26, -3.98)
C (-3.44, 4.29, -1.47)
C (-3.79, 2.95, -1.68)
C (-2.27, -0.44, 2.98)
C (-2.84, -0.51, 4.25)
C (1.33, -0.18, -2.24)
C (0.93, 1.58, -3.85)
C (-3.10, 1.93, -1.02)
C (2.23, 1.83, 2.73)
C (4.17, -0.71, 1.36)
C (1.61, -3.87, -1.10)
C (-2.40, 4.60, -0.59)
C (-2.43, 1.97, 3.04)
C (-0.25, -3.17, -2.49)
B (-5.28, -3.80, -1.09)
H (-0.45, 1.03, -2.27)
H (-2.00, -1.35, 2.43)
H (3.15, -1.31, -2.52)
H (-5.13, -4.90, -0.60)
H (2.36, -3.65, -0.35)
H (-2.13, 5.64, -0.43)
H (2.48, 1.88, -5.32)
H (0.67, -2.34, 1.72)
H (-3.01, -1.49, 4.71)
H (-0.91, 3.84, 0.75)
H (5.72, 4.41, 0.53)
H (2.66, 1.64, 3.72)
H (-3.97, 5.08, -2.00)
H (-3.66, 0.60, 5.90)
H (-1.11, -4.68, -3.76)
H (0.41, 0.76, 3.16)
H (-4.60, 2.70, -2.36)
H (4.59, -1.51, 3.32)
H (5.15, -0.23, 1.27)
H (3.49, -0.03, -0.56)
H (-5.48, -3.94, -2.27)
H (-0.94, -2.39, -2.83)
H (-6.27, -3.31, -0.59)
H (5.90, 4.07, 1.18)
H (2.96, 3.37, -0.21)
H (2.20, -5.93, -1.31)
H (0.29, 2.38, -4.23)
H (2.34, -2.56, 3.55)
H (0.73, 2.48, -0.77)
H (3.89, 0.02, -4.47)
H (-3.31, 2.81, 4.82)
H (-2.28, 2.94, 2.57)
H (-3.38, 0.89, -1.18)
H (0.47, -6.46, -3.01)
H (3.93, 2.96, 2.04)

Calculated values
Strongest force on any atom, eV/A: 12.56
Net charge: +2
ΔE to the lowest compared entry with this formula, charge and spin, eV: 1.385

=====

Entry 3:
This record from OMol25 describes a molecular structure, C37H35Br2N5O6Y. The level of theory is ωB97M-V/def2-TZVPD.

CARTESIAN COORDINATES (ANGSTROEM)
Y (0.07, 0.99, 0.31)
Br (8.41, 0.42, 3.15)
Br (-1.53, 4.64, 1.61)
O (2.06, 1.88, 1.09)
O (2.19, -0.17, 0.29)
O (1.12, -0.49, 4.12)
O (0.03, -0.24, 2.19)
O (-2.10, 0.52, 0.70)
O (-0.33, -0.94, -0.92)
N (-2.42, -1.88, 1.76)
N (-0.40, -3.95, 0.12)
N (1.07, 1.44, -1.89)
N (-1.43, 2.54, -1.12)
N (-0.31, 2.38, 2.62)
C (-6.78, -0.26, -2.33)
C (-4.65, 0.98, -1.79)
C (0.50, -3.50, -3.36)
C (0.13, -2.94, -2.11)
C (-0.34, -3.91, -1.19)
C (4.09, 0.71, 1.46)
C (0.94, -0.78, -2.93)
C (4.83, -0.45, 1.28)
C (5.93, 1.70, 2.66)
C (-3.11, 0.32, -0.04)
C (6.65, 0.53, 2.46)
C (-0.79, 3.73, -1.71)
C (-3.48, 1.20, -1.10)
C (0.55, 3.56, 4.99)
C (4.64, 1.78, 2.15)
C (1.25, 0.64, -2.86)
C (0.54, 0.18, 3.29)
C (2.71, 0.80, 0.91)
C (1.10, -2.78, -4.36)
C (-5.50, -0.11, -1.56)
C (-0.46, -3.24, 2.48)
C (1.33, -1.42, -4.09)
C (1.52, -3.38, -5.67)
C (-5.10, -1.02, -0.61)
C (6.12, -0.55, 1.78)
C (0.79, 2.21, 4.74)
C (0.33, 1.67, 3.56)
C (0.17, -3.05, 1.11)
C (-0.55, 3.65, 2.90)
C (-0.15, 4.30, 4.05)
C (0.23, -1.51, -1.90)
C (-1.98, -3.04, 2.52)
C (-3.92, -0.85, 0.15)
C (0.68, 3.81, -1.34)
C (-2.62, 2.31, -1.50)
C (1.56, 2.81, -2.06)
C (-3.48, -1.88, 1.00)
H (-4.07, -2.80, 1.01)
H (1.25, -3.25, 1.18)
H (-0.74, -4.83, 0.49)
H (0.90, 4.02, 5.90)
H (6.37, 2.53, 3.19)
H (1.65, 3.06, -3.12)
H (-7.53, 0.44, -1.97)
H (2.57, 2.85, -1.62)
H (6.70, -1.45, 1.65)
H (-0.38, 5.34, 4.20)
H (-2.50, -3.92, 2.12)
H (1.82, -0.83, -4.85)
H (-1.30, 4.62, -1.35)
H (4.05, 2.68, 2.28)
H (-0.91, 3.71, -2.80)
H (1.06, 4.81, -1.56)
H (-0.25, -4.23, 2.88)
H (-4.93, 1.68, -2.58)
H (-5.70, -1.91, -0.44)
H (0.79, 3.70, -0.25)
H (-6.63, -0.07, -3.39)
H (-2.29, -2.93, 3.56)
H (0.06, -2.03, 0.77)
H (-3.08, 2.98, -2.24)
H (1.26, -4.44, -5.73)
H (0.32, -4.56, -3.52)
H (-7.19, -1.27, -2.22)
H (2.60, -3.30, -5.80)
H (1.05, -2.87, -6.50)
H (-1.86, -1.02, 1.80)
H (4.38, -1.28, 0.74)
H (0.02, -2.52, 3.14)
H (-0.65, -4.84, -1.65)
H (1.73, 1.02, -3.77)
H (1.31, 1.57, 5.43)

Calculated values
Strongest force on any atom, eV/A: 0.29
Net charge: +1
ΔE to the lowest compared entry with this formula, charge and spin, eV: 0.136

=====

Entry 4:
This record from OMol25 describes a molecular structure, C37H35CaNO7Te. The level of theory is ωB97M-V/def2-TZVPD.

CARTESIAN COORDINATES (ANGSTROEM)
Te (-2.93, -0.52, -0.40)
Ca (0.17, -0.84, 0.11)
O (0.03, 0.96, 1.46)
O (-0.53, 0.15, -1.64)
O (3.53, 1.02, 1.75)
O (1.14, -3.15, 0.44)
O (-0.29, 0.34, -3.93)
O (3.27, -3.82, 0.22)
O (2.10, -0.51, 0.95)
N (1.42, -1.51, -1.67)
C (1.52, 2.68, -4.73)
C (-5.80, -1.12, 0.44)
C (0.33, 0.41, -2.64)
C (0.45, 3.49, 3.15)
C (2.47, -0.78, -3.64)
C (3.47, -2.51, -2.30)
C (1.21, 1.28, 2.25)
C (1.10, 0.65, 3.64)
C (-3.07, -2.19, -2.95)
C (0.14, -0.31, 3.94)
C (0.41, 4.88, 3.13)
C (1.31, 2.79, 2.30)
C (2.19, -3.15, -0.16)
C (1.44, -0.67, -2.69)
C (2.45, 3.75, -2.67)
C (2.40, -2.38, -1.45)
C (2.42, 0.56, 1.57)
C (-6.54, -2.63, 2.16)
C (-4.19, -2.35, 1.73)
C (1.03, -0.52, 6.17)
C (1.99, 0.43, 5.86)
C (2.12, 3.51, 1.43)
C (-1.92, -3.30, -1.16)
C (-4.48, -1.43, 0.72)
C (-5.22, -2.95, 2.44)
C (-2.62, -2.20, -1.64)
C (0.93, 1.81, -2.39)
C (0.10, -0.89, 5.21)
C (2.03, 1.01, 4.61)
C (3.47, -1.70, -3.43)
C (2.08, 4.89, 1.41)
C (-1.67, -4.39, -1.98)
C (-6.83, -1.72, 1.16)
C (-2.12, -4.37, -3.30)
C (-2.82, -3.28, -3.78)
C (1.22, 5.58, 2.26)
C (1.99, 2.43, -3.30)
H (4.28, -1.79, -4.15)
H (-0.65, -1.63, 5.43)
H (-6.04, -0.41, -0.34)
H (3.05, -4.23, 1.07)
H (2.72, 0.72, 6.61)
H (2.46, -0.14, -4.51)
H (-0.17, 2.95, 3.85)
H (3.22, 4.23, -3.29)
H (-1.12, -5.24, -1.60)
H (1.19, 6.66, 2.24)
H (-0.71, 1.45, 1.83)
H (-4.99, -3.66, 3.22)
H (0.06, 2.48, -2.33)
H (4.27, -3.21, -2.09)
H (-3.17, -2.59, 1.97)
H (-1.56, -3.33, -0.13)
H (2.80, 2.98, 0.78)
H (1.34, 1.79, -1.37)
H (2.79, 1.74, 4.36)
H (-7.35, -3.10, 2.71)
H (0.67, 3.37, -4.74)
H (1.20, 1.77, -5.23)
H (2.87, 1.78, -3.33)
H (2.87, 3.60, -1.68)
H (1.00, -0.97, 7.16)
H (-0.59, -0.61, 3.20)
H (2.72, 5.44, 0.73)
H (-7.86, -1.47, 0.93)
H (2.32, 3.14, -5.32)
H (-3.17, -3.26, -4.80)
H (-0.26, 5.40, 3.80)
H (-1.93, -5.22, -3.94)
H (1.61, 4.45, -2.58)
H (-1.14, 0.79, -3.82)
H (-3.61, -1.33, -3.33)

Calculated values
Strongest force on any atom, eV/A: 1.75
Net charge: 0
ΔE to the lowest compared entry with this formula, charge and spin, eV: 0.852